# C6H14N2O2

A molecular structure, C6H14N2O2 at a distorted geometry (ωB97M-V with the def2-TZVPD basis set, the OMol25 dataset).

CARTESIAN COORDINATES (ANGSTROEM)
C (1.609, 0.269, 0.109)
C (-2.323, -0.977, -0.132)
C (1.447, 1.495, 1.037)
C (2.155, 0.699, -1.245)
C (-3.268, 0.186, -0.390)
N (-0.945, -0.468, -0.119)
C (0.065, -1.093, -0.593)
N (2.518, -0.664, 0.740)
O (-2.615, -1.660, 1.068)
O (0.608, -2.007, -1.103)
H (-2.572, -1.028, 1.796)
H (0.269, 0.197, 0.230)
H (-2.428, -1.735, -0.913)
H (2.181, -0.957, 1.651)
H (2.638, -1.492, 0.165)
H (2.430, 1.943, 1.195)
H (1.047, 1.209, 2.013)
H (0.789, 2.244, 0.597)
H (3.115, 1.204, -1.118)
H (1.462, 1.379, -1.743)
H (2.319, -0.165, -1.889)
H (-3.051, 0.646, -1.354)
H (-3.152, 0.943, 0.388)
H (-4.298, -0.168, -0.390)

The calculation puts the calculated total energy at -496.9065 Ha. The maximum force is 0.0547 Eh/bohr. The calculation puts the highest occupied orbital energy at -8.334 eV. The orbital gap is 9.05 eV. The LUMO energy is 0.026 Eh. Its relative energy (zero: lowest compared OMol25 entry of this formula, charge and spin) is 94.8 kcal/mol.